1.
Formula: C10H12N4OS2
Source: the OMol25 dataset
Level of theory: wB97M-V/def2-TZVPD

XYZ file:
```
29
C10H12N4OS2 (wB97M-V/def2-TZVPD)
C -3.34 -3.09 -0.63
H -4.32 -2.60 -0.65
O -2.83 -3.14 0.68
C -2.78 -1.91 1.36
C -1.74 -0.92 0.79
N -2.32 -0.04 -0.20
C -2.16 1.30 -0.25
N -1.04 1.87 0.28
C 0.26 1.37 0.30
C 0.67 0.36 -0.54
C 1.99 -0.09 -0.44
N 2.57 -1.06 -1.15
S 4.10 -1.19 -0.67
N 4.11 -0.04 0.45
C 2.90 0.51 0.50
C 2.47 1.57 1.32
C 1.17 1.98 1.21
H 0.80 2.78 1.83
H 3.15 2.03 2.01
H 0.01 -0.06 -1.28
H -1.13 2.87 0.42
S -3.33 2.26 -0.92
H -3.18 -0.35 -0.63
H -0.92 -1.51 0.36
H -1.33 -0.32 1.60
H -3.77 -1.43 1.37
H -2.51 -2.17 2.38
H -3.45 -4.12 -0.95
H -2.66 -2.57 -1.31
```

Calculated values
Net charge: 0
Spin multiplicity: 1
Frontier orbital gap in eV: 7.48
Total energy in eV: -40242.65100
Relative energy (zero: lowest compared OMol25 entry of this formula, charge and spin) in kJ/mol: 12.4
Highest occupied orbital energy in eV: -8.273
F_max in eV/A: 1.22

2.
Formula: C10H5NO3Sr
Source: the OMol25 dataset
Level of theory: wB97M-V/def2-TZVPD

XYZ file:
```
20
C10H5NO3Sr (wB97M-V/def2-TZVPD)
O -2.42 -5.44 2.87
C -2.62 -4.49 2.26
Sr -3.01 -1.57 0.45
C -4.89 -0.62 2.02
C -4.33 -2.74 -1.50
O -5.68 -0.10 2.68
O -4.87 -3.17 -2.43
N -1.00 -0.35 0.03
C 0.01 0.22 -0.15
C 1.22 0.90 -0.34
C 1.26 2.02 -1.18
C 2.47 2.68 -1.38
C 3.62 2.21 -0.72
C 3.58 1.09 0.11
C 2.38 0.42 0.31
H 0.35 2.36 -1.68
H 2.51 3.55 -2.03
H 4.57 2.74 -0.88
H 4.49 0.74 0.61
H 2.34 -0.46 0.96
```

Calculated values
Net charge: +2
Spin multiplicity: 1
Frontier orbital gap in eV: 7.34
Total energy in eV: -18903.67779
Highest occupied orbital energy in eV: -15.472
F_max in eV/A: 5.99

3.
Formula: C5H14NO2
Source: the OMol25 dataset
Level of theory: wB97M-V/def2-TZVPD

XYZ file:
```
22
C5H14NO2 (wB97M-V/def2-TZVPD)
C -0.12 2.84 0.77
C -1.14 1.93 0.07
C -0.39 0.88 -0.76
C 0.04 1.02 -2.00
C -0.05 -0.67 1.08
N -0.28 -0.45 -0.15
H 0.56 3.29 0.06
H -0.64 3.64 1.30
H 0.29 2.26 1.60
H -1.87 1.45 0.72
H -1.71 2.43 -0.69
H -0.11 2.00 -2.44
H 0.56 0.27 -2.56
H 0.17 -1.71 1.34
H -0.07 0.07 1.85
H -0.27 -1.20 -0.82
H 0.81 -4.03 2.51
H 2.03 -3.13 2.62
O 1.07 -3.10 2.51
H 1.12 -2.47 -2.18
H -0.18 -3.01 -2.68
O 0.17 -2.30 -2.16
```

Calculated values
Net charge: +1
Spin multiplicity: 1
Frontier orbital gap in eV: 9.65
Total energy in eV: -10989.81423
Relative energy (zero: lowest compared OMol25 entry of this formula, charge and spin) in kJ/mol: 192.0
Highest occupied orbital energy in eV: -13.951
F_max in eV/A: 2.41

4.
Formula: C42H94BrFN5O2
Source: the OMol25 dataset
Level of theory: wB97M-V/def2-TZVPD

XYZ file:
```
145
C42H94BrFN5O2 (wB97M-V/def2-TZVPD)
C 8.61 -2.38 0.97
C 8.12 -0.94 0.62
C 6.81 -0.37 1.28
Br 6.92 1.57 0.70
C 5.42 -1.06 1.02
C 4.27 0.07 0.86
C 4.03 0.63 -0.59
C 5.39 -2.08 -0.22
N 5.96 -1.51 -1.47
O 4.06 -2.45 -0.62
C 3.25 -2.95 0.45
C 2.54 -4.35 0.14
C 1.01 -4.21 0.62
C 0.25 -5.58 0.79
C -0.55 -5.76 2.15
C -1.13 -4.42 2.75
C -1.92 -3.53 1.73
C -2.52 -2.30 2.57
C -1.43 -1.18 2.83
C -1.63 0.13 1.94
C -0.97 -0.02 0.50
C -0.68 1.36 -0.23
C 0.87 1.52 -0.64
O 1.56 2.50 0.13
C 1.66 2.10 1.51
C 4.09 -3.08 1.76
F 3.15 -3.31 2.80
N 4.87 -1.87 2.20
C 5.80 -2.32 3.26
C 5.83 -1.56 4.64
N 7.05 -0.70 4.83
N 5.97 -2.58 5.74
N 4.67 -0.77 5.01
H 9.65 -2.50 0.53
H 8.02 -3.25 0.59
H 8.78 -2.47 2.09
H 8.18 -0.81 -0.51
H 8.94 -0.24 0.98
H 7.07 -0.21 2.37
H 4.38 0.87 1.65
H 3.24 -0.36 1.10
H 4.95 0.81 -1.20
H 3.39 -0.09 -1.19
H 3.41 1.59 -0.53
H 6.05 -2.99 -0.05
H 6.67 -2.14 -1.84
H 5.22 -1.31 -2.14
H 2.38 -2.22 0.59
H 2.63 -4.61 -0.95
H 3.05 -5.15 0.75
H 0.49 -3.65 -0.22
H 1.04 -3.55 1.52
H -0.40 -5.79 -0.12
H 1.03 -6.41 0.76
H 0.09 -6.34 2.87
H -1.44 -6.43 1.92
H -0.26 -3.84 3.19
H -1.79 -4.68 3.63
H -1.30 -3.06 0.92
H -2.76 -4.09 1.23
H -2.94 -2.61 3.56
H -3.31 -1.84 1.89
H -1.46 -0.80 3.90
H -0.37 -1.51 2.65
H -1.13 1.02 2.44
H -2.73 0.42 1.87
H -0.01 -0.59 0.65
H -1.69 -0.60 -0.13
H -0.97 2.27 0.36
H -1.24 1.35 -1.21
H 0.99 1.81 -1.72
H 1.35 0.49 -0.55
H 2.65 2.42 1.97
H 1.60 0.98 1.64
H 0.84 2.64 2.06
H 4.75 -3.99 1.62
H 4.13 -1.33 2.70
H 6.89 -2.44 2.96
H 5.54 -3.39 3.54
H 6.74 0.16 5.29
H 7.68 -1.16 5.49
H 5.15 -3.21 5.66
H 6.75 -3.18 5.43
H 4.59 0.13 4.53
H 4.51 -0.70 6.01
C -1.98 -2.36 -5.70
C -1.66 -3.84 -5.83
C -1.59 -4.56 -4.49
C -0.49 -4.06 -3.54
C 0.93 -4.12 -4.09
C 1.40 -5.53 -4.40
H -1.21 -1.82 -5.14
H -2.05 -1.90 -6.69
H -2.94 -2.22 -5.20
H -0.72 -3.97 -6.38
H -2.43 -4.32 -6.44
H -1.45 -5.63 -4.67
H -2.55 -4.47 -3.98
H -0.54 -4.66 -2.62
H -0.72 -3.03 -3.24
H 1.60 -3.68 -3.34
H 1.02 -3.49 -4.98
H 1.36 -6.16 -3.51
H 2.43 -5.52 -4.76
H 0.78 -6.00 -5.18
C -6.62 4.19 -1.83
C -5.86 3.20 -0.95
C -4.51 2.79 -1.54
C -4.58 2.05 -2.88
C -5.43 0.78 -2.88
C -4.89 -0.30 -1.94
H -6.86 3.76 -2.80
H -7.56 4.48 -1.35
H -6.03 5.10 -1.99
H -6.49 2.33 -0.76
H -5.69 3.67 0.02
H -3.99 2.16 -0.81
H -3.89 3.68 -1.67
H -3.56 1.80 -3.19
H -4.97 2.73 -3.65
H -5.45 0.37 -3.89
H -6.47 1.01 -2.62
H -3.87 -0.58 -2.21
H -5.52 -1.19 -2.00
H -4.90 0.04 -0.90
C -5.70 11.19 -0.45
C -5.05 9.82 -0.54
C -6.02 8.72 -1.00
C -7.20 8.47 -0.06
C -6.83 8.10 1.38
C -6.04 6.80 1.48
H -6.51 11.21 0.29
H -4.97 11.94 -0.16
H -6.12 11.49 -1.42
H -4.60 9.56 0.42
H -4.23 9.87 -1.26
H -5.46 7.79 -1.13
H -6.41 8.98 -1.98
H -7.81 7.66 -0.48
H -7.85 9.35 -0.04
H -7.75 8.00 1.96
H -6.26 8.91 1.85
H -6.61 5.97 1.06
H -5.82 6.57 2.53
H -5.09 6.86 0.95
```

Calculated values
Net charge: +1
Spin multiplicity: 1
Frontier orbital gap in eV: 9.61
Total energy in eV: -129375.03309
Highest occupied orbital energy in eV: -11.881
F_max in eV/A: 3.33

5.
Formula: C4H10N
Source: the OMol25 dataset
Level of theory: wB97M-V/def2-TZVPD

XYZ file:
```
15
C4H10N (wB97M-V/def2-TZVPD)
C 1.71 -1.49 -0.89
N 1.96 -1.10 0.37
H 1.88 -2.59 -1.16
H 1.79 -0.77 -1.71
H 2.10 -0.17 0.66
H 2.14 -1.82 1.04
C -1.25 1.12 -0.90
C -1.07 1.34 0.60
C -1.27 0.31 1.48
H -1.61 0.06 -1.14
H -2.05 1.65 -1.25
H -0.30 1.35 -1.52
H -0.83 2.32 0.89
H -1.72 0.57 2.37
H -1.48 -0.78 1.16
```

Calculated values
Net charge: +1
Spin multiplicity: 1
Frontier orbital gap in eV: 6.30
Total energy in eV: -5790.45372
Relative energy (zero: lowest compared OMol25 entry of this formula, charge and spin) in kJ/mol: 328.5
Highest occupied orbital energy in eV: -12.756
F_max in eV/A: 5.43

6.
Formula: C5H7FO2S
Source: the OMol25 dataset
Level of theory: wB97M-V/def2-TZVPD

XYZ file:
```
16
C5H7FO2S (wB97M-V/def2-TZVPD)
C 0.02 -0.92 -0.84
C -0.85 -1.72 -1.42
C 0.47 -1.07 0.58
C 0.70 0.25 1.24
C 1.55 0.44 2.23
O -0.40 2.92 -1.44
O -2.74 2.25 -1.47
F -1.21 -1.58 -2.71
S -1.76 3.28 -1.72
H 0.47 -0.11 -1.41
H -0.27 -1.65 1.14
H 1.40 -1.65 0.60
H 0.12 1.08 0.86
H -1.36 -2.55 -0.95
H 2.15 -0.37 2.63
H 1.70 1.41 2.68
```

Calculated values
Net charge: 0
Spin multiplicity: 1
Frontier orbital gap in eV: 8.01
Total energy in eV: -22944.24071
Relative energy (zero: lowest compared OMol25 entry of this formula, charge and spin) in kJ/mol: 4.3
Highest occupied orbital energy in eV: -9.287
F_max in eV/A: 1.16